# 1
102
Properties=species:S:1:pos:R:3:lowdin_charge:R:1 method="wB97M-V/def2-TZVPD" spin_multiplicity=1 charge=+1 gap_ha=0.1196 e_lumo_ev=-6.32 homo_energy_ev=-9.6
C 6.53 0.06 -0.95 -0.066
O 6.43 1.46 -1.28 -0.158
C 5.24 1.94 -0.75 -0.283
C 4.83 3.37 -1.25 -0.156
C 3.23 3.37 -1.44 -0.148
C 2.45 3.16 -0.05 -0.371
C 0.92 3.14 -0.20 -0.254
C 0.38 2.12 -1.24 -0.213
P -1.26 1.22 -0.87 0.695
C -2.25 2.79 -0.47 -0.216
C -3.24 3.27 -1.56 -0.327
C -2.68 3.57 -2.92 -0.182
S -3.66 2.77 -4.25 0.610
O -4.43 1.67 -3.76 -0.322
O -4.53 3.74 -4.85 -0.270
O -2.65 2.18 -5.35 -0.150
O -2.83 0.37 -0.49 -0.261
N -3.49 -0.10 -1.57 -0.103
O -4.36 -0.84 -1.23 0.001
O -0.99 0.85 0.81 -0.222
C -0.27 -0.36 1.04 -0.367
C -1.30 -1.19 1.94 -0.118
C -1.38 -0.83 3.43 -0.151
C -1.56 0.65 3.77 -0.223
F -2.85 1.10 3.63 0.000
C 1.10 0.22 1.61 -0.085
C 1.86 -0.62 2.71 -0.764
C 2.03 0.14 4.04 -0.102
Cl 3.53 -1.11 2.21 0.667
C -0.16 -1.15 -0.31 -0.416
C 1.09 -2.07 -0.27 -0.121
C 2.17 -2.08 -1.35 -0.324
O 2.37 -0.94 -2.17 -0.011
C 1.99 -3.39 -2.10 -0.239
N 2.76 -3.54 -3.34 0.024
N -1.33 -2.14 -0.53 0.128
C -1.46 -2.47 -1.67 -0.795
S -1.71 -2.82 -3.17 0.826
O -0.39 -0.26 -1.32 -0.203
H 5.80 -0.51 -1.55 0.094
H 6.19 -0.05 0.10 0.075
H 7.55 -0.28 -1.10 0.099
H 5.22 1.93 0.38 0.101
H 4.43 1.25 -1.07 0.107
H 5.14 4.19 -0.52 0.041
H 5.35 3.61 -2.17 0.119
H 2.99 4.40 -1.73 0.115
H 2.91 2.65 -2.20 0.113
H 2.89 2.30 0.55 0.076
H 2.70 4.11 0.55 -0.164
H 0.65 4.14 -0.56 0.111
H 0.46 3.08 0.79 0.096
H 1.16 1.38 -1.43 0.065
H 0.24 2.67 -2.18 0.086
H -1.72 1.15 -2.22 0.071
H -2.86 2.54 0.41 0.095
H -1.65 3.68 -0.18 0.090
H -4.18 2.52 -1.60 -0.078
H -3.65 4.21 -1.19 0.095
H -1.64 3.27 -3.08 0.087
H -2.78 4.64 -3.13 0.115
H -3.19 1.66 -5.97 0.110
H -1.02 -2.32 1.88 0.033
H -2.30 -1.04 1.50 0.141
H -2.26 -1.35 3.84 0.137
H -0.53 -1.21 4.03 0.076
H -1.29 0.78 4.83 0.119
H -0.86 1.30 3.22 0.105
H 1.77 0.26 0.74 0.106
H 0.92 1.21 2.04 0.106
H 1.33 -1.60 2.96 -0.133
H 1.08 0.30 4.55 0.073
H 2.64 -0.51 4.69 0.055
H 2.58 1.07 3.83 0.080
H 1.65 -1.92 0.72 0.013
H 0.76 -3.16 -0.22 0.056
H 3.15 -2.22 -0.84 0.142
H 2.90 -0.32 -1.66 0.055
H 2.39 -4.12 -1.40 0.090
H 0.94 -3.65 -2.24 0.090
H 3.61 -2.99 -3.32 0.058
H 2.19 -3.31 -4.15 0.065
C -6.70 -3.52 0.78 -0.249
C -5.21 -3.76 0.89 -0.249
O -4.68 -4.07 -0.40 -0.080
O -7.34 -4.67 0.25 -0.068
H -7.14 -3.31 1.76 0.119
H -6.91 -2.68 0.11 0.120
H -5.00 -4.61 1.53 0.120
H -4.70 -2.87 1.29 0.107
H -4.72 -3.27 -0.94 0.066
H -6.75 -5.02 -0.42 0.079
N 2.74 -3.55 5.48 0.325
H 2.76 -3.13 4.54 0.091
H 2.15 -2.99 6.10 0.154
H 2.35 -4.50 5.41 0.163
H 3.69 -3.59 5.86 0.161
F 1.38 -4.63 0.06 -0.548
Al 0.70 -2.75 2.05 0.827
F -6.66 4.59 -5.38 -0.334
Cl -5.85 2.81 -1.37 0.417
Cs 4.06 4.50 1.96 1.260

***

# 2
17
Properties=species:S:1:pos:R:3:lowdin_charge:R:1 method="wB97M-V/def2-TZVPD" spin_multiplicity=1 relative_energy_kj_mol=421.0 gap_ha=0.3669 e_lumo_ev=0.90 homo_energy_ev=-9.1 smiles="OCC[C@H]1CC=NO1"
O -1.81 -0.35 -1.70 -0.015
C -0.67 -0.93 -1.19 -0.344
C -0.77 -1.04 0.23 -0.128
C -0.18 0.27 0.99 -0.183
C 1.35 0.19 0.90 -0.102
C 1.48 1.51 0.24 -0.115
N 0.41 2.13 -0.25 0.057
O -0.60 1.45 0.17 -0.150
H -1.86 0.54 -1.44 0.056
H -0.73 -1.94 -1.66 0.134
H 0.35 -0.72 -1.65 0.147
H -0.23 -1.83 0.73 0.121
H -1.78 -1.14 0.29 0.088
H -0.72 0.36 1.95 0.154
H 1.59 0.20 1.92 0.105
H 1.74 -0.60 0.34 0.100
H 2.42 1.90 0.12 0.076

***

# 3
42
Properties=species:S:1:pos:R:3:lowdin_charge:R:1 method="wB97M-V/def2-TZVPD" spin_multiplicity=1 relative_energy_kj_mol=8.3 gap_ha=0.3528 e_lumo_ev=0.36 homo_energy_ev=-9.2 smiles="CS(=O)(=O)N(CC(=O)NCc1cccnc1)Cc1ccc(Cl)cc1"
C 1.40 1.65 2.74 -0.104
S 1.58 0.57 1.31 0.622
O 2.07 1.35 0.21 -0.279
O 2.36 -0.57 1.72 -0.310
N 0.02 0.10 1.04 -0.220
C -0.38 -1.24 1.42 -0.086
C -0.15 -2.18 0.23 -0.484
O -1.06 -2.54 -0.50 0.064
N 1.14 -2.51 0.07 0.086
C 1.65 -2.94 -1.23 -0.114
C 2.03 -1.70 -1.99 -0.192
C 3.25 -1.06 -1.76 -0.034
C 3.50 0.15 -2.38 -0.064
C 2.51 0.70 -3.19 -0.153
N 1.35 0.10 -3.41 0.070
C 1.12 -1.06 -2.83 -0.116
C -0.69 0.71 -0.08 -0.138
C -2.09 1.07 0.33 -0.203
C -2.35 2.27 0.99 -0.028
C -3.63 2.58 1.40 -0.101
C -4.66 1.69 1.16 -0.677
Cl -6.27 2.07 1.68 0.672
C -4.42 0.49 0.51 -0.091
C -3.14 0.19 0.10 -0.027
H 0.94 1.08 3.53 0.066
H 2.39 1.99 3.03 0.067
H 0.78 2.49 2.45 0.056
H -1.44 -1.23 1.70 0.132
H 0.23 -1.53 2.27 0.125
H 1.82 -2.05 0.67 0.093
H 2.50 -3.60 -1.08 0.126
H 0.84 -3.48 -1.74 0.124
H 3.98 -1.51 -1.11 0.120
H 4.43 0.67 -2.22 0.105
H 2.64 1.65 -3.67 0.104
H 0.16 -1.51 -3.04 0.118
H -0.72 0.03 -0.94 0.119
H -0.11 1.59 -0.36 0.120
H -1.55 2.96 1.17 0.112
H -3.84 3.51 1.91 0.104
H -5.23 -0.20 0.32 0.107
H -2.94 -0.75 -0.41 0.111

***

# 4
13
Properties=species:S:1:pos:R:3:lowdin_charge:R:1 method="wB97M-V/def2-TZVPD" spin_multiplicity=1 relative_energy_kj_mol=153.3 gap_ha=0.3967 e_lumo_ev=0.87 homo_energy_ev=-9.9 smiles="[H]/N=C/OCCO"
H -0.04 -1.94 2.00 0.068
N 0.05 -1.24 1.27 0.110
C -0.52 -1.60 0.19 -0.293
O -0.49 -0.88 -0.92 -0.055
C 0.44 0.22 -0.97 -0.157
C -0.02 1.50 -0.28 -0.261
O 0.17 1.55 1.11 -0.080
H -1.08 -2.53 0.03 0.138
H 0.55 0.41 -2.04 0.125
H 1.40 -0.12 -0.56 0.129
H -1.07 1.68 -0.56 0.123
H 0.58 2.31 -0.71 0.121
H 0.03 0.65 1.45 0.033

***

# 5
14
Properties=species:S:1:pos:R:3:lowdin_charge:R:1 method="wB97M-V/def2-TZVPD" spin_multiplicity=1 relative_energy_kj_mol=98.2 charge=-1 gap_ha=0.3082 e_lumo_ev=4.22 homo_energy_ev=-4.2
C -2.09 0.67 0.73 -0.146
C -0.74 0.30 1.29 -0.171
C 0.05 -0.65 0.74 -0.259
O 1.34 -0.76 1.14 -0.073
H -2.25 1.77 0.66 0.063
H -2.20 0.27 -0.27 0.055
H -2.91 0.25 1.36 0.054
H -0.35 0.88 2.12 0.080
H -0.26 -1.34 -0.06 0.116
H 1.89 -0.59 0.32 0.027
O 0.63 -0.07 -1.99 -0.116
C 1.88 -0.22 -2.03 -0.565
O 2.61 -0.71 -1.10 -0.153
H 2.41 0.20 -2.91 0.089

***

# 6
15
Properties=species:S:1:pos:R:3:lowdin_charge:R:1 method="wB97M-V/def2-TZVPD" spin_multiplicity=1 relative_energy_kj_mol=413.0 gap_ha=0.3511 e_lumo_ev=0.82 homo_energy_ev=-8.7 smiles="SC1C2=C1CCC2"
S -2.68 -0.29 0.56 0.603
C -1.54 -0.35 -1.05 -0.406
C -0.23 -0.84 -0.80 -0.227
C -0.28 0.49 -0.97 -0.148
C 0.71 1.26 -0.15 -0.129
C 1.37 0.12 0.64 -0.141
C 0.73 -1.31 0.20 -0.099
H -2.50 1.09 0.75 -0.137
H -2.09 -0.27 -1.95 0.061
H 1.46 1.82 -0.78 0.133
H -0.03 1.77 0.45 0.100
H 1.16 0.21 1.65 0.070
H 2.48 0.04 0.41 0.118
H 0.06 -1.71 1.13 0.154
H 1.37 -2.02 -0.09 0.049